Density functional theory data (ωB97M-V with the def2-TZVPD basis set) for the molecule CH2N4O at a distorted geometry.

Properties
highest occupied orbital energy: -10.236 eV
energy: -9073.3674 eV
structure (SMILES): [H]/N=c1/nno[nH]1
molecular weight: 86.054 g mol⁻¹
orbital gap: 9.80 eV

Each line ends with the Löwdin charge.
Positions of all 8 atoms, in Å:
H 0.831 -0.553 -2.037  0.043
N 0.976 0.270 -1.478  0.146
C 0.266 0.243 -0.401  -0.454
N 0.142 1.399 0.434  0.092
N -0.607 1.123 1.403  0.055
O -1.102 -0.161 1.319  -0.118
N -0.580 -0.778 0.179  0.056
H 0.075 -1.542 0.581  0.179